[1]
# C8H9ClO3

A cluster of 2 separate species, C8H9ClO3 in total in a non-equilibrium geometry (ωB97M-V/def2-TZVPD, OMol25).

The calculation puts the electronic energy at -27104.16024 eV. The spin multiplicity is 1. As for the HOMO-LUMO gap (spin up / spin down): 0.285 / 0.285 hartree. Its relative energy (zero: lowest compared OMol25 entry of this formula, charge and spin) is 3.403 eV. For the HOMO energy (spin up / spin down), the calculation gives -7.3352 / -7.3345 eV.

Each line ends with the Löwdin charge.
Geometry (Å):
O 2.26788 0.44591 1.30468  -0.019
C 1.02283 1.00302 1.04749  -0.104
C 0.07128 0.52454 0.22905  -0.280
C -1.06300 1.31805 0.05504  -0.051
C -2.10772 1.02580 -0.80192  -0.015
C -2.12184 -0.20344 -1.44697  -0.448
O -3.15366 -0.45132 -2.28499  0.020
C -1.12405 -1.06428 -1.30629  -0.038
C 0.18487 -0.75287 -0.47956  -0.115
H 2.49126 -0.41602 0.90499  0.092
H 1.02441 1.95591 1.61479  0.140
H -1.05371 2.19922 0.66928  0.108
H -3.12232 1.61074 -0.84697  0.155
H -2.95922 -1.34762 -2.75780  0.155
H -1.09542 -2.01103 -1.95779  0.128
H 0.92713 -0.65948 -1.28566  0.124
H 0.30942 -1.65019 0.25175  0.152
O 3.77085 -2.30624 2.32771  0.007
C 3.71557 -1.50555 3.20351  -0.680
Cl 2.88639 -1.79600 4.75558  0.592
H 4.02721 -0.48801 3.01887  0.078

Cartesian forces, eV/Å:
-0.263 -0.225 0.014
1.599 -0.024 0.439
1.515 0.017 1.105
-3.198 1.077 -1.343
-1.101 3.275 2.816
0.803 -2.117 -1.289
-0.287 -2.190 -1.565
1.881 -1.750 -0.284
-1.816 -2.412 -0.954
-0.794 0.486 -0.133
-0.576 -0.678 -0.672
-0.435 0.491 -0.039
2.386 -0.764 0.146
-0.602 2.423 1.302
-0.050 1.406 1.178
0.517 -0.551 0.624
0.461 1.456 -1.352
0.019 -0.131 0.682
-0.793 -0.522 -0.934
0.497 0.134 -0.476
0.238 0.596 0.733

[2]
# C8H9ErO6P

A structure of composition C8H9ErO6P in a non-equilibrium geometry (ωB97M-V/def2-TZVPD, OMol25).

The calculation puts the electronic energy at -57602.25833 eV. The spin multiplicity is 4. As for the HOMO-LUMO gap (spin up / spin down): 0.271 / 0.275 hartree. Its relative energy (zero: lowest compared OMol25 entry of this formula, charge and spin) is 5.707 eV. For the HOMO energy (spin up / spin down), the calculation gives -22.0223 / -22.0314 eV. The charge is +3.

Each line ends with the Löwdin charge.
Geometry (Å):
O -0.39160 3.34811 -1.88015  0.286
C -0.39798 2.19750 -1.93517  0.014
Er -0.39122 0.00327 -1.53022  0.831
O -0.39616 0.01483 -5.15083  0.266
C -0.39916 0.01548 -4.00946  0.016
C -0.39851 -2.16652 -1.93384  0.006
O -0.39677 -3.31256 -1.88199  0.293
C -2.57170 0.01627 -1.93533  0.031
O -3.73039 0.01670 -1.88412  0.290
C 1.78491 0.01055 -1.91833  0.012
O 2.92993 0.01325 -1.88278  0.297
C -0.22316 0.06620 3.04785  -0.158
P 0.55742 -0.04305 1.46322  0.824
C 0.56991 -1.95322 1.41452  -0.090
C 0.89705 1.83527 1.30802  -0.093
O -0.65787 0.02840 0.46018  -0.548
H -1.28440 0.12970 2.84009  0.092
H 0.13106 0.96478 3.57579  0.086
H 0.01073 -0.83450 3.63689  0.087
H -0.47760 -2.21068 1.60369  0.093
H 0.85642 -2.39172 0.43983  0.036
H 1.21262 -2.33391 2.24362  0.099
H 1.24923 2.16468 0.31224  0.039
H -0.08886 2.27836 1.48282  0.090
H 1.60611 2.14282 2.11348  0.100

Cartesian forces, eV/Å:
-0.061 -4.981 -0.387
0.018 8.732 -0.348
-0.793 0.508 3.019
-0.031 0.009 3.809
0.068 0.002 -5.246
-0.099 -8.760 -0.490
-0.030 4.483 -0.375
-9.907 -0.011 -0.362
5.883 0.009 -0.364
8.555 0.071 -0.573
-4.305 -0.019 -0.247
1.040 -0.022 1.326
-3.211 0.317 2.136
2.463 -0.279 -0.045
2.430 -0.259 -0.026
-0.747 0.043 -1.955
-0.292 0.020 0.136
-0.362 -0.429 0.114
-0.300 0.493 0.077
0.040 0.658 0.152
0.253 0.212 0.588
-0.359 0.098 -0.832
0.209 -0.197 0.519
-0.064 -0.628 0.193
-0.398 -0.070 -0.818

[3]
# C8H9IO2S

The molecule C8H9IO2S in a non-equilibrium geometry (ωB97M-V/def2-TZVPD, OMol25).

The calculation puts the electronic energy at -31471.20464 eV. The spin multiplicity is 1. As for the HOMO-LUMO gap: 0.341 hartree. Its relative energy (zero: lowest compared OMol25 entry of this formula, charge and spin) is 0.000 eV. For the HOMO energy, the calculation gives -9.4008 eV.

Each line ends with the Löwdin charge.
Geometry (Å):
C 1.95814 2.13791 -0.28105  -0.065
C 1.54132 1.94287 1.09456  -0.040
C 1.29639 1.45723 -1.23953  -0.063
C 0.52305 1.08213 1.37868  -0.051
C 0.08928 0.74304 -0.94642  -0.062
C -0.25277 0.55602 0.34904  -0.417
C 0.03284 -2.39047 -0.34082  -0.104
C -1.42065 -0.21607 0.77554  -0.719
O -2.13473 -1.56847 -1.57415  -0.388
O -2.41105 -2.59045 0.62289  -0.316
S -1.68830 -1.75190 -0.20074  0.447
I -3.30177 0.65192 0.23048  0.971
H 2.73630 2.72605 -0.57314  0.071
H 2.17605 2.46484 1.85052  0.118
H 1.59614 1.50174 -2.29138  0.114
H 0.17891 0.80415 2.36175  0.115
H -0.49869 0.41765 -1.79686  0.117
H 0.17818 -2.81349 -1.37071  0.085
H 0.71743 -1.52107 -0.25614  0.055
H 0.19021 -3.17308 0.35368  0.044
H -1.50629 -0.46053 1.85381  0.088

Cartesian forces, eV/Å:
-2.216 -1.795 2.717
2.251 1.122 -0.916
-1.975 -0.874 -1.282
-0.202 0.300 0.133
1.658 1.061 -1.555
-0.274 0.097 0.780
-0.189 1.081 -1.896
-1.598 -0.922 -0.888
0.451 0.587 1.195
-2.567 -2.675 2.802
3.993 0.680 -3.287
-0.532 1.087 0.465
2.179 1.623 -0.235
-0.917 -0.649 -0.403
-0.050 0.161 0.397
0.398 0.373 0.442
-0.112 -0.309 0.270
-0.424 0.461 0.895
-0.289 -0.922 0.213
0.144 -0.488 0.989
0.271 0.002 -0.836

[4]
# C8H9N2

The ion C8H9N2 with charge +1 in a non-equilibrium geometry (ωB97M-V/def2-TZVPD, OMol25).

The calculation puts the electronic energy at -11409.10158 eV. The spin multiplicity is 1. As for the HOMO-LUMO gap: 0.317 hartree. Its relative energy (zero: lowest compared OMol25 entry of this formula, charge and spin) is 4.723 eV. For the HOMO energy, the calculation gives -13.4172 eV. The charge is +1.

Each line ends with the Löwdin charge.
Geometry (Å):
H 1.92067 -0.50382 -1.93609  0.099
N 1.04061 -0.79930 -1.49128  0.182
C 0.42306 0.08132 -0.80025  -0.272
C 0.68191 1.51646 -0.26140  -0.154
C -0.28839 2.62011 -0.83310  0.050
C -1.16596 2.34457 0.11921  -0.021
C -0.32502 1.23668 0.83830  -0.074
C -0.71402 -0.21476 0.07393  -0.115
N -0.42944 -1.46773 0.63375  0.072
C -0.65945 -2.69938 0.57423  0.138
C 0.75801 -2.40558 0.78537  0.058
H 1.75917 1.72216 -0.01828  0.164
H -0.16694 3.22478 -1.65496  0.086
H -2.19235 2.76934 0.41520  0.140
H -0.07153 1.17408 1.82788  0.112
H -1.67032 -0.30800 -0.33680  0.155
H -1.51205 -3.35248 0.37483  0.169
H 1.20693 -2.62152 1.75359  0.126
H 1.40512 -2.31694 -0.06413  0.086

Cartesian forces, eV/Å:
-0.516 0.281 0.217
-0.538 0.915 0.540
2.517 0.763 -2.415
1.660 -0.099 -1.466
1.563 -2.985 2.366
-2.099 0.285 2.277
-2.715 -0.339 -3.644
0.347 1.885 1.750
0.975 -2.170 1.366
-0.605 0.176 -0.298
-0.190 -0.079 0.626
-1.053 0.047 -0.390
-0.096 1.351 -1.636
1.683 -0.742 -0.690
0.345 0.080 2.447
-1.579 0.436 -0.650
0.369 0.150 -0.087
-0.287 0.630 0.049
0.217 -0.584 -0.362

[5]
# C8H9N2O2

A cluster of 2 separate species, C8H9N2O2 in total in a non-equilibrium geometry (ωB97M-V/def2-TZVPD, OMol25).

The calculation puts the electronic energy at -15510.86909 eV. The spin multiplicity is 1. As for the HOMO-LUMO gap: 0.225 hartree. Its relative energy (zero: lowest compared OMol25 entry of this formula, charge and spin) is 6.558 eV. For the HOMO energy, the calculation gives -2.5273 eV. The charge is -1.

Each line ends with the Löwdin charge.
Geometry (Å):
C 1.28923 0.64152 -0.18789  -0.164
C -0.00310 0.88360 0.00045  -0.367
C -0.96072 -0.24124 -0.15048  0.023
C -0.37734 -1.49225 -0.11940  -0.342
C 1.00950 -1.73032 0.18976  -0.299
C 1.33379 -3.02718 0.59764  -0.026
C -3.66862 0.74433 -0.02997  0.065
C -0.59687 2.23884 0.22165  -0.110
N 1.84510 -0.59071 0.00281  0.053
N -4.59941 0.03141 0.07626  -0.240
O -5.12918 -1.06626 0.23400  -0.088
O -1.28111 -2.59478 -0.32144  -0.087
H 2.00580 1.55304 -0.28640  0.133
H 2.37570 -3.43243 0.77713  0.020
H 0.65379 -3.83622 0.82301  0.014
H -3.61974 1.79309 0.18903  0.056
H -1.64076 2.14398 0.35761  -0.013
H -0.30246 3.12450 -0.54632  0.110
H -0.13486 2.67436 1.11345  0.055
H 2.74740 -0.84705 -0.29225  0.113
H -2.14406 -2.08145 -0.13154  0.095

Cartesian forces, eV/Å:
2.109 3.009 0.502
-1.957 -1.064 -1.068
1.129 -0.435 0.592
-2.319 1.627 -0.179
-0.652 -2.301 0.295
2.473 0.670 0.008
-0.226 1.228 -0.007
2.578 2.456 -1.063
-1.443 -2.382 0.133
0.154 -2.065 0.590
-0.348 0.522 -0.378
-0.361 1.831 1.069
-0.868 -1.875 0.151
-0.830 1.146 -0.233
-0.702 0.625 -0.508
0.587 0.022 -0.308
-0.838 0.203 -0.051
-0.919 -2.179 1.043
-0.359 -0.106 0.361
1.136 0.294 -0.291
1.656 -1.227 -0.655

[6]
# C8H9N2O4

The ion C8H9N2O4 with charge -1 in a non-equilibrium geometry (ωB97M-V/def2-TZVPD, OMol25).

The calculation puts the electronic energy at -19608.68697 eV. The spin multiplicity is 1. As for the HOMO-LUMO gap (spin up / spin down): 0.282 / 0.282 hartree. Its relative energy (zero: lowest compared OMol25 entry of this formula, charge and spin) is 5.099 eV. For the HOMO energy (spin up / spin down), the calculation gives -4.1304 / -4.1317 eV. The charge is -1.

Each line ends with the Löwdin charge.
Geometry (Å):
C 1.01641 2.50174 0.70387  -0.079
C 0.14287 1.44021 0.08322  -0.222
C -0.93503 0.95299 0.75697  0.060
C -2.07937 0.01299 0.39769  -0.808
O -2.75135 0.57611 -0.47717  -0.033
O -2.35447 -1.01635 0.99253  -0.021
C 0.70707 0.69750 -1.13793  -0.252
C -0.32684 -0.16173 -1.80561  -0.024
C -0.56399 -1.34393 -1.19483  -0.036
C 0.28537 -1.71941 -0.07379  -0.297
N -0.10423 -2.76663 0.72866  0.143
N 1.52341 -1.26642 0.02226  -0.264
O 2.40940 -1.62706 0.78499  -0.041
O 1.75896 -0.25875 -0.89411  -0.014
H 0.56880 2.97216 1.51438  0.030
H 1.33534 3.37321 0.08682  0.082
H 1.87431 1.95896 1.15424  0.091
H -1.04223 1.47559 1.81009  0.145
H 1.30807 1.30537 -1.82743  0.150
H -1.04062 0.04546 -2.71207  0.150
H -1.41905 -1.87702 -1.52594  0.116
H -0.87457 -2.31871 1.14120  0.036
H 0.56175 -2.95628 1.47194  0.086

Cartesian forces, eV/Å:
1.458 -0.806 -0.799
-0.439 -1.115 0.093
1.406 1.682 2.056
-0.478 2.300 -0.746
-0.872 0.334 -0.797
0.480 -1.707 1.334
-0.616 -0.060 -0.637
-2.129 -0.957 -1.535
1.487 2.030 -0.638
1.728 -0.914 -0.879
0.953 -0.566 0.284
-4.324 0.262 -1.499
1.754 -0.280 1.133
2.388 0.630 0.518
-1.301 0.620 1.600
0.042 -0.995 -0.192
0.109 0.653 -0.529
-0.197 -1.041 -2.050
-0.693 0.432 0.147
1.738 0.332 1.983
-0.329 -0.937 0.262
-2.426 -0.038 1.193
0.262 0.140 -0.303